Entry 1:
81
Properties=species:S:1:pos:R:3:lowdin_charge:R:1 method="wB97M-V/def2-TZVPD" e_lumo_ev="-4.447 / -4.086" energy_ev=-85924.841 de_lowest_kcal_mol=40.89 orbital_gap_ev="6.03 / 6.60" spin_multiplicity=3 total_charge=+1
Mo 0.45 0.39 -0.37 1.74
O 1.90 -0.34 -1.19 -0.29
C 3.21 -0.69 -1.06 -0.26
C 3.91 -1.11 -2.17 0.01
C 5.23 -1.47 -2.00 -0.03
C 5.84 -1.42 -0.74 -0.05
C 5.12 -1.00 0.36 -0.01
C 3.78 -0.62 0.21 -0.14
C 3.03 -0.13 1.34 -0.03
N 1.80 0.28 1.29 -0.16
N 1.32 0.76 2.52 0.09
C 0.13 1.23 2.35 -0.45
O -0.44 1.18 1.16 -0.28
C -0.60 1.92 3.42 -0.16
C -0.08 1.95 4.72 -0.02
C -0.78 2.62 5.71 -0.06
C -1.98 3.26 5.41 -0.06
C -2.49 3.22 4.12 -0.06
C -1.81 2.55 3.12 -0.01
H 3.41 -1.16 -3.13 0.12
H 5.80 -1.81 -2.85 0.12
H 6.87 -1.71 -0.63 0.11
H 5.58 -0.94 1.33 0.12
H 3.51 -0.08 2.31 0.15
H 0.85 1.46 4.93 0.11
H -0.38 2.66 6.71 0.11
H -2.51 3.79 6.19 0.11
H -3.42 3.72 3.89 0.11
H -2.20 2.51 2.12 0.11
I -0.25 -2.32 1.83 1.06
C -1.73 -3.74 1.40 -0.61
C -2.18 -4.35 2.54 -0.18
C -3.11 -5.40 2.49 -0.06
C -3.53 -5.84 1.28 -0.02
C -3.08 -5.24 0.08 -0.15
C -3.55 -5.79 -1.13 -0.02
C -3.17 -5.27 -2.33 -0.04
C -2.34 -4.13 -2.33 -0.08
C -1.87 -3.54 -1.18 -0.28
P -0.93 -1.99 -1.60 1.02
C 0.43 -2.72 -2.58 -0.37
C 0.78 -2.49 -3.90 -0.09
C 1.85 -3.17 -4.47 -0.08
C 2.59 -4.08 -3.74 -0.08
C 2.26 -4.30 -2.40 -0.07
C 1.20 -3.62 -1.83 -0.11
C -2.21 -1.13 -2.59 -0.38
C -2.33 -1.03 -3.97 -0.09
C -3.36 -0.28 -4.53 -0.06
C -4.28 0.37 -3.72 -0.07
C -4.18 0.26 -2.34 -0.07
C -3.15 -0.48 -1.78 -0.11
C -2.19 -4.12 0.09 -0.18
H -1.80 -4.03 3.50 0.08
H -3.46 -5.85 3.41 0.11
H -4.22 -6.67 1.20 0.12
H -4.20 -6.65 -1.09 0.12
H -3.50 -5.69 -3.26 0.12
H -2.09 -3.70 -3.29 0.10
H 0.25 -1.77 -4.51 0.08
H 2.10 -2.98 -5.51 0.11
H 3.41 -4.62 -4.19 0.11
H 2.83 -5.00 -1.81 0.11
H 0.95 -3.81 -0.79 0.08
H -1.65 -1.53 -4.64 0.09
H -3.44 -0.21 -5.61 0.11
H -5.08 0.95 -4.16 0.11
H -4.89 0.75 -1.70 0.12
H -3.06 -0.54 -0.70 0.11
F -2.18 4.09 -5.92 0.15
C -1.83 3.42 -4.82 -0.13
C -0.81 2.49 -4.87 -0.14
F -0.17 2.26 -6.02 0.14
C -0.46 1.80 -3.73 -0.15
F 0.52 0.89 -3.78 0.11
C -1.11 2.01 -2.53 -0.22
O -0.83 1.29 -1.44 -0.28
C -2.14 2.95 -2.49 -0.15
F -2.80 3.16 -1.36 0.14
C -2.50 3.65 -3.63 -0.14
F -3.49 4.53 -3.58 0.15

---

Entry 2:
13
Properties=species:S:1:pos:R:3:lowdin_charge:R:1 method="wB97M-V/def2-TZVPD" e_lumo_ev=-6.840 energy_ev=-8805.022 de_lowest_kcal_mol=182.84 orbital_gap_ev=8.14 spin_multiplicity=1 total_charge=+1
C 1.74 -0.99 -0.07 -0.14
C 0.69 -1.78 0.30 0.39
C 0.17 0.87 -0.33 -0.10
C -2.00 -0.18 0.59 -0.06
C 1.54 0.36 -0.30 0.08
N -0.73 -0.22 -0.02 -0.15
O -1.86 -0.44 -0.76 0.07
H 2.74 -1.41 -0.07 0.13
H 0.06 1.71 0.37 0.17
H -0.05 1.26 -1.34 0.18
H -2.26 -1.02 1.22 0.15
H -2.42 0.79 0.86 0.15
H 2.37 1.04 -0.44 0.15

---

Entry 3:
58
Properties=species:S:1:pos:R:3:lowdin_charge:R:1 method="wB97M-V/def2-TZVPD" e_lumo_ev="-10.173 / -9.332" energy_ev=-72727.678 de_lowest_kcal_mol=5.15 orbital_gap_ev="8.44 / 9.33" spin_multiplicity=3 total_charge=+3
V 1.01 1.09 0.33 1.10
N 2.06 -0.01 -1.05 -0.02
C 3.54 0.23 -0.95 -0.18
C 4.15 -0.43 0.27 -0.16
C 3.43 -0.14 1.59 -0.16
C 2.23 -1.06 1.91 -0.16
N 0.92 -0.36 1.78 -0.03
H 1.88 -1.01 -0.99 0.13
H 1.76 0.26 -1.99 0.12
H 3.69 1.31 -0.93 0.12
H 4.02 -0.14 -1.86 0.14
H 5.18 -0.08 0.34 0.14
H 4.21 -1.51 0.12 0.13
H 3.11 0.92 1.63 0.10
H 4.15 -0.22 2.41 0.14
H 2.31 -1.48 2.91 0.14
H 2.22 -1.91 1.22 0.13
H 0.71 0.09 2.68 0.13
H 0.16 -1.04 1.64 0.06
C -2.07 -5.01 -0.94 -0.08
C -1.56 -4.33 0.33 -0.27
S -1.67 -2.56 0.27 0.71
O -0.87 -2.03 -0.82 -0.31
O -1.35 -2.01 1.58 -0.35
C -3.41 -2.25 -0.06 -0.16
C -3.83 -0.77 0.02 -0.07
N -2.77 0.15 -0.43 0.08
C -1.87 0.68 0.40 -0.29
N -0.82 1.15 -0.30 -0.02
C -1.12 0.99 -1.64 0.00
C -2.31 0.37 -1.72 -0.11
N -2.95 -0.08 -2.93 -0.31
O -3.91 -0.82 -2.81 0.14
O -2.49 0.36 -3.95 0.16
C -2.04 0.80 1.88 0.03
H -1.70 -6.03 -0.97 0.10
H -1.71 -4.50 -1.84 0.09
H -3.16 -5.06 -0.97 0.09
H -0.50 -4.51 0.48 0.12
H -2.10 -4.63 1.23 0.12
H -3.96 -2.82 0.68 0.13
H -3.61 -2.66 -1.05 0.11
H -4.06 -0.52 1.05 0.13
H -4.72 -0.61 -0.58 0.14
H -0.49 1.31 -2.45 0.14
H -3.03 1.20 2.11 0.12
H -1.32 1.52 2.28 0.09
H -1.94 -0.16 2.37 0.08
N 1.82 5.71 -0.96 0.23
C 1.64 5.02 0.36 0.00
C 1.47 3.53 0.15 -0.57
O 1.52 3.02 -0.97 0.03
O 1.29 2.80 1.19 -0.07
H 2.43 6.53 -0.89 0.19
H 0.93 6.03 -1.35 0.19
H 2.22 5.06 -1.65 0.17
H 0.78 5.44 0.88 0.16
H 2.52 5.20 0.98 0.17

---

Entry 4:
42
Properties=species:S:1:pos:R:3:lowdin_charge:R:1 method="wB97M-V/def2-TZVPD" e_lumo_ev="4.381 / 4.376" energy_ev=-98360.164 orbital_gap_ev="1.97 / 3.48" spin_multiplicity=7 total_charge=-2
Tm 1.22 -0.32 -3.08 0.71
Cl 2.78 -2.30 -3.20 -0.35
C 2.57 1.63 -3.39 -0.41
C -0.61 -0.84 -4.54 -0.41
H 2.41 2.12 -4.38 -0.08
H 2.51 2.42 -2.62 -0.08
H 3.62 1.23 -3.42 -0.07
H -0.64 -0.21 -5.45 -0.08
H -1.65 -0.82 -4.14 -0.08
H -0.40 -1.88 -4.90 -0.07
Fe 0.07 -0.61 0.64 0.44
C -2.21 -0.52 0.41 -0.33
C -1.27 0.67 0.26 -0.41
H -2.92 -0.46 -0.39 0.03
H -1.91 -1.59 0.48 0.03
H -2.72 -0.29 1.34 0.04
H -0.77 0.88 -0.77 -0.03
H -1.01 1.31 1.17 0.02
C 0.14 -0.11 6.41 -0.10
C 0.16 -0.05 4.89 -0.15
C 1.59 -0.25 4.19 -0.31
C 2.67 0.66 4.73 -0.19
C 2.29 2.14 4.68 -0.10
C 1.96 -1.72 4.44 -0.36
O 2.81 -2.07 5.23 0.07
N 1.17 -2.69 3.75 0.17
C 0.85 -2.50 2.39 -0.53
O 0.37 -3.36 1.65 0.03
N 1.16 -1.19 1.99 0.01
C 1.38 -0.04 2.72 -0.45
O 1.39 1.07 2.14 -0.01
H 0.59 -1.03 6.81 0.08
H -0.92 -0.10 6.68 0.07
H 0.62 0.75 6.89 0.07
H -0.49 -0.84 4.47 0.12
H -0.19 0.92 4.52 0.12
H 2.92 0.33 5.75 0.11
H 3.55 0.49 4.10 0.13
H 1.57 2.43 5.46 0.07
H 3.21 2.72 4.82 0.07
H 1.87 2.34 3.68 0.07
H 1.25 -3.66 4.02 0.13

---

Entry 5:
12
Properties=species:S:1:pos:R:3:lowdin_charge:R:1 method="wB97M-V/def2-TZVPD" e_lumo_ev=0.593 energy_ev=-10824.253 de_lowest_kcal_mol=33.08 orbital_gap_ev=10.64 spin_multiplicity=1 total_charge=0
O -1.80 -0.66 1.78 0.03
C -0.79 -0.09 1.43 -0.36
N -0.76 0.80 0.39 0.03
C 0.40 0.92 -0.47 -0.09
C 0.98 -0.51 -0.72 -0.52
O 1.96 -0.82 -0.13 0.14
O 0.35 -1.24 -1.67 0.10
H 0.15 -0.37 1.91 0.14
H -1.69 1.08 0.12 0.14
H 0.18 1.38 -1.43 0.13
H 1.22 1.43 0.03 0.12
H -0.20 -1.91 -1.22 0.13

---

Entry 6:
81
Properties=species:S:1:pos:R:3:lowdin_charge:R:1 method="wB97M-V/def2-TZVPD" e_lumo_ev="-5.648 / -7.991" energy_ev=-52503.650 de_lowest_kcal_mol=0.00 orbital_gap_ev="7.44 / 5.55" spin_multiplicity=4 total_charge=+2
Tc -0.06 0.13 0.06 1.36
C 3.50 -1.75 -1.59 -0.15
Si 2.64 -0.18 -1.22 0.41
C 3.69 1.31 -1.37 -0.15
C 1.05 0.03 -2.26 -0.17
N 1.85 -0.20 0.36 -0.19
C 2.31 -0.31 1.67 -0.26
C 3.63 -0.54 2.07 -0.01
C 3.96 -0.59 3.41 -0.05
C 2.98 -0.43 4.38 -0.04
C 1.65 -0.21 4.02 0.01
C 1.36 -0.17 2.68 -0.17
O 0.05 0.02 2.16 -0.17
C -1.05 0.29 3.03 -0.28
C -1.66 -0.78 3.64 -0.01
C -2.76 -0.51 4.44 -0.04
C -3.22 0.79 4.60 -0.05
C -2.58 1.84 3.96 -0.05
C -1.47 1.59 3.16 -0.01
H 3.79 -1.77 -2.65 0.05
H 2.87 -2.61 -1.38 0.04
H 4.42 -1.85 -1.00 0.05
H 4.10 1.39 -2.38 0.06
H 4.54 1.28 -0.67 0.05
H 3.11 2.21 -1.16 0.03
H 1.09 -0.56 -3.18 0.07
H 0.88 1.07 -2.53 0.03
H 0.09 -0.37 -1.82 -0.01
H 4.40 -0.67 1.31 0.11
H 4.99 -0.76 3.70 0.12
H 3.24 -0.46 5.43 0.12
H 0.88 -0.08 4.77 0.13
H -1.28 -1.78 3.50 0.13
H -3.26 -1.33 4.95 0.12
H -4.08 0.99 5.23 0.12
H -2.93 2.86 4.09 0.12
H -0.94 2.39 2.66 0.11
C -5.45 -3.01 1.88 -0.02
C -4.07 -2.66 1.38 -0.22
C -3.02 -3.60 1.45 0.07
C -1.72 -3.35 0.99 -0.24
C -0.62 -4.38 1.11 -0.01
C -1.49 -2.13 0.42 -0.03
C -2.53 -1.14 0.30 -0.27
C -3.82 -1.43 0.83 0.04
N -2.17 0.01 -0.27 -0.01
C -3.11 0.97 -0.93 -0.57
C -3.45 2.08 0.08 -0.02
C -2.37 1.55 -2.14 -0.05
C -4.40 0.32 -1.46 -0.03
H -5.42 -3.82 2.60 0.09
H -6.08 -3.32 1.05 0.10
H -5.93 -2.15 2.36 0.09
H -3.23 -4.58 1.88 0.14
H -1.01 -5.33 1.46 0.09
H 0.15 -4.04 1.82 0.09
H -0.13 -4.55 0.15 0.09
H -0.52 -1.99 -0.08 0.10
H -4.59 -0.67 0.85 0.11
H -2.55 2.63 0.39 0.06
H -3.93 1.67 0.97 0.08
H -4.14 2.79 -0.39 0.10
H -1.37 1.89 -1.90 0.03
H -2.93 2.41 -2.52 0.10
H -2.31 0.81 -2.94 0.10
H -5.22 0.34 -0.74 0.08
H -4.24 -0.71 -1.78 0.10
H -4.74 0.89 -2.33 0.10
N 0.16 2.08 0.03 0.06
C 0.35 3.20 0.05 -0.05
C 0.60 4.62 0.08 -0.21
C 0.87 5.25 1.30 -0.02
C 1.08 6.61 1.32 -0.04
C 1.04 7.34 0.13 -0.03
C 0.78 6.71 -1.08 -0.04
C 0.56 5.34 -1.11 -0.02
H 0.91 4.67 2.21 0.12
H 1.29 7.11 2.25 0.12
H 1.21 8.41 0.15 0.12
H 0.76 7.28 -2.00 0.12
H 0.36 4.83 -2.05 0.12